Record 1
# N2O4

A 2-piece molecular cluster, N2O4 overall in a non-equilibrium geometry (ωB97M-V/def2-TZVPD, the OMol25 dataset).

CARTESIAN COORDINATES (ANGSTROEM)
N  1.690  -0.009  -0.001
N  -1.699  -0.050  0.048
O  1.456  1.067  0.158
O  -2.713  0.308  0.004
O  1.886  -1.028  -0.265
O  -0.622  -0.295  0.062

Force components x, y, z for each atom (eV/Å):
N 0.17 5.07 0.27
N 1.21 0.27 -0.14
O 0.41 0.62 0.58
O -3.84 0.70 -0.01
O 1.37 -5.45 -0.88
O 0.68 -1.22 0.18

Properties
- Energy above the lowest of the compared OMol25 structures with the same formula, charge and spin: 145.0 kJ/mol
- Total charge: +2
- E_HOMO: -27.1 eV
- Largest force on an atom: 5.7 eV/A

Table of Löwdin atomic charges, one value per atom, all in e:
1. N -0.075
2. N 0.025
3. O 0.479
4. O 0.606
5. O 0.547
6. O 0.417

Record 2
# C2H3FLiORu

C2H3FLiORu as an isolated structure in a non-equilibrium geometry (ωB97M-V/def2-TZVPD, the OMol25 dataset).

CARTESIAN COORDINATES (ANGSTROEM)
O  1.110  0.559  -0.039
C  0.288  -0.546  0.080
C  -1.160  -0.335  0.149
Li  -0.013  2.080  -0.083
H  0.656  -1.363  0.715
F  -1.531  0.976  0.503
H  -1.973  -0.698  -0.484
Ru  2.909  0.538  0.025
H  -0.286  -1.212  -0.866

Atoms 1-6, force components in eV/Å:
O -4.82 -1.80 -0.85
C -0.45 -1.28 -0.02
C -3.19 3.34 0.11
Li -1.29 1.51 0.01
H 0.56 0.17 0.13
F 1.09 -1.46 0.43

Properties
- Energy above the lowest of the compared OMol25 structures with the same formula, charge and spin: 54.1 kJ/mol
- 2S+1: 7
- Total charge: +3
- E_HOMO (alpha / beta): -22.9 / -26.7 eV
- Largest force on an atom: 5.9 eV/A
- Expectation value of S²: 12.013

Table of Löwdin atomic charges, one value per atom, all in e:
1. O -0.357
2. C -0.138
3. C 0.041
4. Li 0.879
5. H 0.175
6. F 0.016
7. H 0.185
8. Ru 1.872
9. H 0.326

Record 3
# C37H20AuF15GeN4S

C37H20AuF15GeN4S as an isolated structure (ωB97M-V/def2-TZVPD, the OMol25 dataset).

CARTESIAN COORDINATES (ANGSTROEM)
Au  -0.518  -1.159  0.714
C  -0.890  -4.147  0.535
C  0.516  -4.296  1.093
C  1.542  -3.391  0.462
C  2.788  -3.929  0.179
C  3.773  -3.163  -0.419
C  3.475  -1.853  -0.752
C  2.227  -1.364  -0.453
N  1.271  -2.099  0.155
N  -1.594  -2.994  1.144
C  -2.886  -2.748  0.450
C  -3.393  -1.388  0.830
C  -4.733  -1.107  0.974
C  -5.124  0.182  1.312
C  -4.151  1.142  1.519
C  -2.821  0.803  1.366
N  -2.449  -0.436  1.015
C  -1.847  -3.214  2.607
C  -0.792  -2.705  3.572
C  -0.712  -3.235  4.849
C  0.216  -2.694  5.728
C  1.029  -1.655  5.305
C  0.886  -1.194  4.008
N  -0.008  -1.712  3.161
H  -1.470  -5.054  0.718
H  -0.857  -3.983  -0.543
H  0.838  -5.321  0.921
H  0.525  -4.161  2.176
H  2.972  -4.964  0.432
H  4.747  -3.584  -0.632
H  4.201  -1.209  -1.227
H  1.957  -0.355  -0.691
H  -3.614  -3.522  0.703
H  -2.707  -2.794  -0.626
H  -5.463  -1.891  0.822
H  -6.173  0.424  1.424
H  -4.405  2.155  1.799
H  -2.028  1.522  1.511
H  -2.004  -4.284  2.757
H  -2.789  -2.720  2.850
H  -1.358  -4.049  5.154
H  0.302  -3.084  6.734
H  1.761  -1.211  5.964
H  1.496  -0.384  3.623
F  -0.487  5.133  -1.481
C  -1.433  4.207  -1.616
C  -1.112  2.860  -1.578
C  -2.166  1.969  -1.702
F  -1.920  0.639  -1.659
C  -3.472  2.369  -1.857
F  -4.454  1.470  -1.950
C  -3.758  3.725  -1.901
F  -5.007  4.127  -2.045
C  -2.736  4.649  -1.782
F  -3.009  5.942  -1.813
Ge  0.676  2.137  -1.261
S  0.276  1.021  0.682
C  1.992  3.502  -0.860
C  2.321  4.326  -1.927
F  1.693  4.142  -3.099
C  3.257  5.331  -1.832
F  3.543  6.097  -2.872
C  3.899  5.528  -0.618
F  4.800  6.481  -0.498
C  3.594  4.725  0.469
F  4.208  4.916  1.629
C  2.648  3.729  0.336
F  2.378  2.979  1.414
C  1.342  1.119  -2.780
C  0.620  0.895  -3.943
F  -0.664  1.252  -4.022
C  1.188  0.315  -5.062
F  0.465  0.106  -6.150
C  2.525  -0.046  -5.040
F  3.076  -0.606  -6.097
C  3.285  0.185  -3.904
F  4.567  -0.158  -3.870
C  2.684  0.764  -2.808
F  3.450  0.997  -1.723

Atoms 1-6, force components in eV/Å:
Au -0.46 0.18 -0.08
C 0.03 0.05 0.10
C 0.00 0.08 -0.05
C -0.09 0.01 0.01
C 0.07 0.03 -0.05
C -0.07 -0.04 0.04

Properties
- Energy above the lowest of the compared OMol25 structures with the same formula, charge and spin: 0.0 kJ/mol
- Total charge: +2
- E_HOMO: -13.7 eV
- Largest force on an atom: 0.8 eV/A

Table of Löwdin atomic charges, one value per atom, all in e:
1. Au 1.057
2. C -0.152
3. C -0.092
4. C -0.229
5. C 0.015
6. C 0.014
7. C -0.003
8. C -0.115
9. N -0.023
10. N -0.254
11. C -0.106
12. C -0.251
13. C 0.026
14. C 0.011
15. C -0.005
16. C -0.114
17. N -0.031
18. C -0.079
19. C -0.295
20. C -0.001
21. C -0.019
22. C -0.024
23. C -0.101
24. N 0.042
25. H 0.143
26. H 0.136
27. H 0.134
28. H 0.121
29. H 0.132
30. H 0.135
31. H 0.119
32. H 0.015
33. H 0.150
34. H 0.144
35. H 0.137
36. H 0.135
37. H 0.132
38. H 0.060
39. H 0.144
40. H 0.138
41. H 0.129
42. H 0.126
43. H 0.122
44. H 0.114
45. F 0.125
46. C -0.199
47. C -0.148
48. C -0.266
49. F 0.032
50. C -0.143
51. F 0.128
52. C -0.122
53. F 0.167
54. C -0.130
55. F 0.163
56. Ge 0.852
57. S 0.412
58. C -0.149
59. C -0.231
60. F 0.104
61. C -0.130
62. F 0.161
63. C -0.115
64. F 0.175
65. C -0.131
66. F 0.151
67. C -0.218
68. F 0.054
69. C -0.132
70. C -0.202
71. F 0.118
72. C -0.128
73. F 0.160
74. C -0.116
75. F 0.177
76. C -0.136
77. F 0.147
78. C -0.245
79. F 0.076

Record 4
# C3H12NO4

C3H12NO4 as an isolated structure in a non-equilibrium geometry (ωB97M-V/def2-TZVPD, the OMol25 dataset).

CARTESIAN COORDINATES (ANGSTROEM)
C  -1.667  0.625  0.792
O  -2.194  0.093  -0.394
C  -0.169  0.277  0.951
C  0.578  1.068  -0.132
O  1.997  0.761  -0.051
N  0.301  0.707  2.280
H  -2.216  0.237  1.667
H  -1.753  1.725  0.751
H  -0.072  -0.793  0.796
H  0.296  0.647  -1.096
H  0.523  2.145  -0.015
H  2.163  -0.043  -0.565
H  0.998  0.057  2.626
H  0.750  1.609  2.257
H  -1.568  -0.781  -0.810
H  -0.932  -2.136  -2.203
O  -0.902  -1.727  -1.337
H  0.478  -1.555  -1.446
H  1.821  -1.305  -2.476
O  1.568  -1.611  -1.597

Atoms 1-6, force components in eV/Å:
C 0.03 -0.75 -0.64
O 0.60 -0.50 -0.08
C -0.70 2.19 0.01
C 1.72 -2.53 -0.16
O 0.23 0.78 0.36
N -0.16 -0.89 0.49

Properties
- Energy above the lowest of the compared OMol25 structures with the same formula, charge and spin: 52.7 kJ/mol
- Total charge: -1
- E_HOMO: -4.5 eV
- Largest force on an atom: 3.1 eV/A

Table of Löwdin atomic charges, one value per atom, all in e:
1. C -0.316
2. O -0.217
3. C -0.372
4. C -0.210
5. O -0.130
6. N 0.032
7. H 0.095
8. H 0.099
9. H 0.134
10. H 0.104
11. H 0.114
12. H 0.027
13. H 0.057
14. H 0.053
15. H -0.007
16. H 0.002
17. O -0.251
18. H -0.017
19. H 0.006
20. O -0.200

Record 5
# C23H41Cl3N3O3SiTl

C23H41Cl3N3O3SiTl as an isolated structure in a non-equilibrium geometry (ωB97M-V/def2-TZVPD, the OMol25 dataset).

CARTESIAN COORDINATES (ANGSTROEM)
C  1.042  3.982  1.386
C  2.442  3.673  0.963
H  0.965  3.768  2.455
H  0.320  3.356  0.855
H  0.767  5.027  1.181
C  3.494  3.907  1.761
C  3.434  4.427  3.150
H  4.514  3.739  1.418
H  2.856  3.804  3.841
H  3.015  5.435  3.217
H  4.456  4.445  3.531
Tl  0.118  3.051  -2.596
Cl  -2.251  3.134  -2.363
Cl  1.568  5.209  -2.983
C  -0.874  -0.864  -3.636
O  -0.802  -0.392  -2.501
N  -1.045  -2.182  -3.911
C  -1.312  -3.129  -2.831
C  -0.628  -2.699  -5.202
H  -0.806  -0.245  -4.565
H  -2.173  -2.785  -2.238
H  -0.431  -3.230  -2.173
H  -1.529  -4.096  -3.307
H  -1.008  -2.049  -5.999
H  -1.015  -3.713  -5.327
H  0.469  -2.741  -5.299
H  -3.756  0.261  3.057
H  -1.536  0.163  4.834
C  -3.918  -0.608  3.730
C  -1.766  -0.906  4.983
N  -2.668  -1.351  3.926
H  -4.647  -1.292  3.265
C  -2.390  -2.475  3.206
O  -1.378  -3.173  3.363
H  -0.847  -1.507  4.954
H  -3.176  -2.702  2.446
H  -4.269  -0.258  4.720
H  -2.261  -0.993  5.965
O  1.485  2.730  -1.049
C  2.629  3.298  -0.508
C  4.703  1.782  -0.001
C  3.868  2.475  -0.900
H  4.521  1.778  1.076
C  5.742  0.984  -0.504
H  2.772  4.244  -1.066
C  4.121  2.422  -2.272
H  6.364  0.407  0.185
C  5.976  0.922  -1.882
C  5.168  1.653  -2.769
H  3.423  2.961  -2.924
H  6.806  0.328  -2.277
H  5.310  1.630  -3.850
Si  1.549  -1.216  1.082
Cl  0.552  0.408  1.761
C  3.233  -1.172  1.980
C  2.134  -0.739  -0.683
C  0.072  -2.283  0.569
H  4.061  -1.521  1.342
H  3.323  -1.662  2.965
H  3.411  -0.098  2.179
H  -0.487  -2.730  1.408
H  0.284  -3.047  -0.199
H  -0.562  -1.497  0.098
H  2.876  0.072  -0.707
H  1.272  -0.363  -1.260
H  2.564  -1.589  -1.251
C  -8.686  -3.045  -0.440
C  -7.651  -2.234  -1.246
C  -6.250  -2.701  -1.116
N  -5.135  -3.028  -1.024
H  -8.774  -4.059  -0.837
H  -9.664  -2.564  -0.510
H  -8.407  -3.097  0.615
H  -7.904  -2.270  -2.322
H  -7.674  -1.172  -0.932

Atoms 1-6, force components in eV/Å:
C -0.26 -0.28 0.24
C 0.61 0.17 -0.36
H -0.27 0.26 -0.08
H 0.18 0.03 0.17
H 0.17 -0.13 0.15
C -0.32 -0.30 -0.70

Properties
- Total charge: 0
- E_HOMO: -8.2 eV
- Largest force on an atom: 3.0 eV/A

Table of Löwdin atomic charges, one value per atom, all in e:
1. C -0.057
2. C -0.221
3. H 0.074
4. H 0.051
5. H 0.098
6. C -0.134
7. C -0.104
8. H 0.097
9. H 0.076
10. H 0.081
11. H 0.068
12. Tl 0.676
13. Cl 0.003
14. Cl -0.069
15. C -0.321
16. O -0.030
17. N -0.196
18. C -0.028
19. C -0.062
20. H 0.140
21. H 0.091
22. H 0.076
23. H 0.087
24. H 0.087
25. H 0.084
26. H 0.093
27. H 0.093
28. H 0.089
29. C -0.056
30. C -0.052
31. N -0.202
32. H 0.082
33. C -0.319
34. O -0.036
35. H 0.087
36. H 0.141
37. H 0.090
38. H 0.089
39. O -0.396
40. C -0.391
41. C -0.060
42. C -0.158
43. H 0.094
44. C -0.084
45. H 0.073
46. C -0.050
47. H 0.103
48. C -0.093
49. C -0.077
50. H 0.078
51. H 0.098
52. H 0.101
53. Si 0.167
54. Cl 0.400
55. C -0.215
56. C -0.208
57. C -0.218
58. H 0.029
59. H 0.021
60. H 0.013
61. H -0.006
62. H 0.018
63. H 0.026
64. H 0.006
65. H 0.003
66. H 0.041
67. C -0.104
68. C -0.237
69. C -0.228
70. N 0.128
71. H 0.077
72. H 0.072
73. H 0.076
74. H 0.116
75. H 0.118